(1)
Here is C4H4O2 as an isolated structure from OMol25. Energies are from ωB97M-V/def2-TZVPD.

**Kohn-Sham gap**: 0.329 Eh
**Lowest unoccupied orbital energy**: -0.76 eV
**Total energy**: -8304.80544 eV
**ΔE to the lowest compared entry with this formula, charge and spin**: 52.4 kcal per mole
**Largest force on an atom**: 0.05588 Eh/bohr

Geometry as ORCA input:
```
! RIJCOSX wB97M-V def2-TZVPD def2/J DEFGRID3
* xyz 0 1
C 1.65 -0.08 0.12
C -1.14 -0.52 -0.79
C -0.86 0.08 0.41
C 0.44 0.54 0.77
O 2.37 -0.97 0.35
O 1.29 0.72 -0.83
H -2.13 -0.73 -1.16
H -0.42 -0.81 -1.48
H -1.60 0.36 1.12
H 0.40 1.40 1.49
*
```

---

(2)
Here is a 6-piece molecular cluster, C20H55N3O7 overall from OMol25. Energies are from ωB97M-V/def2-TZVPD.

**Kohn-Sham gap**: 0.348 Eh
**SMILES**: COC[C@H](C)N.COC[C@H](C)N.COCCNCCOC.CCO.CCO.CCO
**Lowest unoccupied orbital energy**: 0.53 eV
**Total energy**: -40427.95055 eV
**ΔE to the lowest compared entry with this formula, charge and spin**: 8.4 kcal per mole
**Largest force on an atom**: 0.06819 Eh/bohr

Geometry as ORCA input:
```
! RIJCOSX wB97M-V def2-TZVPD def2/J DEFGRID3
* xyz 0 1
C -1.11 5.53 3.23
O -0.23 5.02 2.24
C 1.15 5.22 2.43
C 1.95 4.44 1.37
C 2.05 2.88 1.54
N 3.31 4.97 1.39
H -1.41 6.53 2.91
H -0.79 5.39 4.26
H -1.96 4.87 3.08
H 1.46 6.26 2.49
H 1.44 4.85 3.41
H 1.50 4.69 0.41
H 2.26 2.75 2.60
H 2.69 2.21 0.96
H 1.05 2.50 1.36
H 3.82 4.66 0.57
H 3.83 4.63 2.18
C 4.66 5.40 -6.40
O 5.59 5.09 -5.45
C 5.25 4.00 -4.64
C 6.32 3.90 -3.49
C 7.74 3.45 -4.06
N 5.90 3.03 -2.49
H 4.64 4.68 -7.23
H 5.09 6.33 -6.78
H 3.63 5.65 -6.14
H 4.31 4.29 -4.18
H 5.12 3.08 -5.22
H 6.62 4.86 -3.06
H 7.75 2.37 -4.18
H 8.53 3.73 -3.37
H 7.92 4.04 -4.97
H 5.32 2.31 -2.89
H 6.76 2.58 -2.21
C -1.56 -0.62 4.66
O -2.45 -1.52 4.07
C -2.43 -2.85 4.63
C -3.51 -3.69 3.98
N -3.15 -3.81 2.55
C -4.38 -4.24 1.74
C -4.20 -4.20 0.18
O -4.70 -2.95 -0.40
C -5.99 -3.16 -0.95
H -0.50 -0.79 4.47
H -1.88 -0.45 5.69
H -1.63 0.44 4.42
H -2.70 -2.68 5.68
H -1.44 -3.31 4.67
H -4.51 -3.27 4.11
H -3.51 -4.73 4.30
H -2.85 -2.88 2.31
H -5.36 -3.78 1.84
H -4.47 -5.28 2.05
H -4.61 -5.06 -0.36
H -3.12 -4.22 -0.02
H -6.13 -3.98 -1.65
H -6.31 -2.30 -1.54
H -6.72 -3.58 -0.26
C -3.61 0.83 1.34
C -4.15 1.61 0.13
O -3.96 0.92 -1.02
H -3.71 -0.25 1.26
H -4.05 1.26 2.24
H -2.57 1.06 1.58
H -3.70 2.60 0.03
H -5.20 1.87 0.28
H -4.47 0.12 -0.89
C 0.68 -8.96 -0.38
C -0.59 -8.02 -0.22
O -0.75 -7.75 1.18
H 0.59 -9.63 -1.23
H 0.89 -9.54 0.52
H 1.61 -8.42 -0.55
H -1.50 -8.46 -0.63
H -0.50 -7.14 -0.86
H -1.02 -6.84 1.34
C 0.23 -1.60 -1.71
C 0.61 -0.47 -2.58
O -0.59 -0.07 -3.20
H -0.30 -2.43 -2.18
H -0.32 -1.25 -0.84
H 1.19 -2.02 -1.41
H 1.29 -0.90 -3.31
H 1.11 0.42 -2.20
H -1.31 -0.15 -2.57
*
```

---

(3)
Here is a 2-piece molecular cluster, C12H20BClF3N4O2 overall from OMol25. Energies are from ωB97M-V/def2-TZVPD.

**Kohn-Sham gap**: 0.357 Eh
**Lowest unoccupied orbital energy**: -3.60 eV
**Total energy**: -44166.43569 eV
**ΔE to the lowest compared entry with this formula, charge and spin**: 114.0 kcal per mole
**Largest force on an atom**: 0.12878 Eh/bohr

Geometry as ORCA input:
```
! RIJCOSX wB97M-V def2-TZVPD def2/J DEFGRID3
* xyz 1 1
C -3.47 -1.60 1.97
C -2.40 -0.41 1.73
C -3.20 0.97 2.03
C -1.85 -0.39 0.19
C -2.27 -1.71 -0.64
C -0.29 -0.01 0.08
O 0.63 -1.13 0.37
C 1.79 -0.63 0.98
N 2.85 0.21 0.45
B 2.95 0.72 -1.00
N 2.12 1.90 -1.37
O 3.85 0.01 -1.85
C 3.81 0.49 1.49
C 5.15 1.36 1.51
F 5.14 2.48 0.65
F 5.31 1.87 2.84
F 6.31 0.60 1.24
C 3.41 -0.23 2.79
N 2.18 -0.87 2.35
Cl 1.31 -1.85 3.48
H -4.36 -1.48 1.25
H -3.90 -1.43 3.02
H -2.99 -2.64 1.94
H -1.56 -0.52 2.50
H -3.97 0.82 2.87
H -3.81 1.33 1.11
H -2.49 1.82 2.37
H -2.43 0.48 -0.32
H -3.41 -1.64 -0.78
H -1.95 -2.66 -0.08
H -1.82 -1.63 -1.69
H -0.07 0.32 -1.00
H 0.01 0.87 0.75
H 2.36 2.09 -2.36
H 2.37 2.73 -0.80
H 4.02 0.53 -2.67
H 3.94 -0.25 3.80
C -2.38 -0.34 -5.30
C -1.92 0.38 -4.06
N -1.57 0.94 -3.09
H -2.36 0.35 -6.15
H -1.71 -1.18 -5.51
H -3.39 -0.71 -5.16
*
```

---

(4)
Here is C49H46AsN4O2SSiSr as an isolated structure from OMol25. Energies are from ωB97M-V/def2-TZVPD.

**Kohn-Sham gap**: 0.250 Eh
**Lowest unoccupied orbital energy**: 2.35 eV
**Total energy**: -142007.89102 eV
**ΔE to the lowest compared entry with this formula, charge and spin**: 14.3 kcal per mole
**Largest force on an atom**: 0.04215 Eh/bohr

Geometry as ORCA input:
```
! RIJCOSX wB97M-V def2-TZVPD def2/J DEFGRID3
* xyz -1 1
Sr -0.80 -0.27 -1.57
O -4.33 1.47 -3.50
C -3.26 0.91 -3.29
N -2.99 -0.12 -2.44
C -3.99 -0.91 -1.99
O -5.13 -1.02 -2.41
C -3.62 -1.82 -0.80
C -4.65 -2.55 -0.21
C -4.36 -3.38 0.86
C -3.04 -3.47 1.30
C -2.08 -2.72 0.65
N -2.36 -1.91 -0.37
C -2.04 1.47 -4.02
C -2.25 2.32 -5.10
C -1.15 2.82 -5.77
C 0.12 2.49 -5.33
C 0.24 1.66 -4.23
N -0.81 1.16 -3.60
H -5.64 -2.43 -0.61
H -5.14 -3.94 1.34
H -2.77 -4.11 2.13
H -1.04 -2.75 0.96
H -3.26 2.55 -5.39
H -1.28 3.47 -6.63
H 1.01 2.87 -5.82
H 1.21 1.37 -3.84
C 0.50 1.81 -0.48
Si 0.06 2.46 1.15
C -1.82 2.76 1.20
N -2.59 1.55 0.88
C -3.85 1.85 0.21
C -4.86 2.58 1.11
C -4.90 1.93 2.51
C -4.25 0.55 2.48
C -2.79 0.68 2.06
C 0.49 1.31 2.61
C 0.34 1.75 3.93
C 0.62 0.93 5.01
C 1.07 -0.37 4.79
C 1.23 -0.83 3.50
C 0.93 0.00 2.42
C 0.83 4.11 1.71
C 0.17 5.34 1.61
C 0.80 6.54 1.93
C 2.12 6.54 2.36
C 2.80 5.33 2.47
C 2.16 4.14 2.15
H 1.58 1.78 -0.63
H 0.09 2.53 -1.22
H -2.04 3.51 0.43
H -2.14 3.20 2.16
H -4.29 0.92 -0.14
H -3.64 2.43 -0.68
H -5.84 2.54 0.64
H -4.59 3.63 1.19
H -5.93 1.86 2.88
H -4.36 2.55 3.23
H -4.80 -0.10 1.80
H -4.29 0.07 3.46
H -2.36 -0.31 1.88
H -2.23 1.10 2.89
H 0.01 2.77 4.11
H 0.49 1.30 6.02
H 1.30 -1.01 5.64
H 1.59 -1.83 3.32
H 1.04 -0.37 1.41
H -0.86 5.37 1.27
H 0.26 7.47 1.84
H 2.61 7.47 2.61
H 3.83 5.32 2.81
H 2.70 3.21 2.25
S 0.37 -2.07 -3.68
C 1.19 -3.56 -3.29
C 1.20 -4.62 -4.21
C 1.88 -5.79 -3.96
C 2.59 -5.96 -2.78
C 2.60 -4.93 -1.85
C 1.90 -3.75 -2.09
As 1.78 -2.30 -0.82
C 2.67 -3.14 0.72
C 3.96 -2.85 1.15
C 4.47 -3.45 2.30
C 3.71 -4.36 3.01
C 2.43 -4.67 2.58
C 1.91 -4.06 1.45
C 3.22 -1.14 -1.44
C 3.64 -0.08 -0.64
C 4.62 0.80 -1.09
C 5.18 0.62 -2.35
C 4.76 -0.43 -3.15
C 3.78 -1.31 -2.70
H 0.65 -4.49 -5.14
H 1.86 -6.59 -4.69
H 3.14 -6.87 -2.58
H 3.15 -5.04 -0.92
H 4.57 -2.14 0.60
H 5.47 -3.20 2.63
H 4.11 -4.82 3.90
H 1.82 -5.38 3.13
H 0.91 -4.30 1.12
H 3.19 0.09 0.33
H 4.92 1.63 -0.47
H 5.94 1.31 -2.70
H 5.19 -0.57 -4.13
H 3.45 -2.12 -3.33
*
```

---

(5)
Here is a 3-piece molecular cluster, C5H14O2 overall from OMol25. Energies are from ωB97M-V/def2-TZVPD.

**Kohn-Sham gap**: 0.348 Eh
**SMILES**: CC=C(C)C.O.O
**Lowest unoccupied orbital energy**: 0.76 eV
**Total energy**: -9506.04985 eV
**ΔE to the lowest compared entry with this formula, charge and spin**: 21.9 kcal per mole
**Largest force on an atom**: 0.03410 Eh/bohr

Geometry as ORCA input:
```
! RIJCOSX wB97M-V def2-TZVPD def2/J DEFGRID3
* xyz 0 1
C -1.39 0.43 0.31
C -0.08 -0.32 0.12
C 0.93 -0.05 0.96
C 2.31 -0.55 0.74
C 0.68 0.70 2.26
H -2.05 0.03 1.08
H -2.06 0.44 -0.55
H -1.09 1.42 0.65
H 0.13 -0.75 -0.85
H 2.73 -1.05 1.61
H 2.33 -1.30 -0.05
H 3.06 0.17 0.39
H 1.56 0.72 2.91
H 0.46 1.76 2.08
H -0.15 0.24 2.80
O 1.60 3.42 -2.99
H 1.85 3.83 -2.16
H 2.32 3.60 -3.59
O -4.57 -4.21 -1.52
H -4.23 -3.55 -2.13
H -4.35 -4.97 -2.09
*
```

---

(6)
Here is C17H16N2O2S as an isolated structure from OMol25. Energies are from ωB97M-V/def2-TZVPD.

**Kohn-Sham gap**: 0.306 Eh
**Lowest unoccupied orbital energy**: -0.51 eV
**Total energy**: -35799.60181 eV
**ΔE to the lowest compared entry with this formula, charge and spin**: 29.2 kcal per mole
**Largest force on an atom**: 0.02014 Eh/bohr

Geometry as ORCA input:
```
! RIJCOSX wB97M-V def2-TZVPD def2/J DEFGRID3
* xyz 0 1
O 3.63 -1.96 1.78
C 3.06 -1.61 0.79
O 1.72 -1.77 0.66
C 3.81 -1.03 -0.37
C 3.03 -0.02 -1.25
C 2.03 0.84 -0.51
C 0.77 1.02 -1.00
C -0.24 1.80 -0.35
C -1.60 1.90 -0.98
C -2.71 1.25 -0.16
C -2.80 -0.26 -0.19
C -3.82 -0.86 0.55
C -3.95 -2.24 0.60
C -3.06 -3.05 -0.08
C -2.06 -2.47 -0.83
C -1.94 -1.09 -0.88
C 0.06 2.45 0.81
C 1.36 2.31 1.34
N 1.84 2.87 2.46
S 3.36 2.44 2.63
N 3.53 1.50 1.32
C 2.36 1.52 0.70
H 1.34 -1.55 1.52
H 4.71 -0.57 0.00
H 4.08 -1.86 -1.01
H 3.71 0.61 -1.81
H 2.47 -0.58 -1.99
H 0.52 0.54 -1.93
H -1.84 2.97 -1.02
H -1.56 1.56 -2.01
H -3.69 1.64 -0.43
H -2.55 1.53 0.88
H -4.53 -0.25 1.08
H -4.74 -2.66 1.20
H -3.17 -4.12 0.00
H -1.37 -3.12 -1.36
H -1.15 -0.68 -1.49
H -0.67 3.05 1.33
*
```

---

(7)
Here is C34H52GeN6O3S3Si3Sr as an isolated structure from OMol25. Energies are from ωB97M-V/def2-TZVPD.

**Kohn-Sham gap (spin up / spin down)**: 0.186 / 0.251 Eh
**Lowest unoccupied orbital energy (spin up / spin down)**: 2.12 / 2.10 eV
**Total energy**: -164682.71390 eV
**ΔE to the lowest compared entry with this formula, charge and spin**: 3.0 kcal per mole
**Largest force on an atom**: 0.05921 Eh/bohr

Geometry as ORCA input:
```
! RIJCOSX wB97M-V def2-TZVPD def2/J DEFGRID3
* xyz -1 2
Sr -0.71 -0.29 0.78
C 0.30 -4.00 2.35
C -0.46 -3.77 1.07
N 0.20 -3.41 0.04
N -0.44 -3.43 -1.17
C -0.33 -2.46 -1.99
S 0.44 -0.93 -1.79
S -0.95 -2.78 -3.64
C -2.38 -3.86 -3.32
C -3.67 -3.17 -2.92
C -4.58 -3.86 -2.12
C -5.79 -3.28 -1.77
C -6.11 -2.01 -2.21
C -5.21 -1.31 -3.00
C -4.00 -1.89 -3.35
C -1.93 -3.98 1.13
C -2.48 -5.25 1.15
C -3.85 -5.43 1.28
C -4.66 -4.31 1.44
C -4.12 -3.04 1.42
C -2.74 -2.82 1.23
O -2.22 -1.63 1.20
H 1.38 -3.99 2.16
H 0.04 -3.23 3.08
H 0.01 -4.96 2.77
H -2.54 -4.38 -4.27
H -2.07 -4.57 -2.57
H -4.33 -4.85 -1.76
H -6.48 -3.84 -1.15
H -7.05 -1.55 -1.92
H -5.45 -0.32 -3.35
H -3.29 -1.34 -3.96
H -1.83 -6.11 1.05
H -4.28 -6.42 1.28
H -5.73 -4.43 1.58
H -4.75 -2.16 1.53
C -2.65 3.98 2.15
C -2.18 2.72 1.46
N -1.50 1.76 2.11
N -1.37 1.89 3.46
C -0.68 1.06 4.25
N -0.74 1.39 5.60
S 0.15 -0.30 3.74
C -2.45 2.52 0.08
C -3.24 3.43 -0.67
C -3.46 3.23 -2.01
C -2.91 2.09 -2.62
C -2.19 1.22 -1.82
N -1.95 1.40 -0.53
H -2.00 4.26 2.98
H -3.68 3.89 2.53
H -2.62 4.81 1.44
H -1.88 2.62 3.93
H -0.59 2.37 5.82
H -0.15 0.78 6.13
H -3.69 4.30 -0.20
H -4.05 3.93 -2.58
H -3.04 1.90 -3.68
H -1.76 0.33 -2.26
O 3.60 -1.17 1.39
C 2.39 -0.98 1.43
O 1.78 0.01 0.86
H 1.74 -1.67 1.99
C 2.43 3.12 2.60
Si 3.88 2.02 2.05
C 4.18 0.82 3.49
C 5.41 3.14 1.92
Ge 3.21 1.07 -0.09
Si 2.01 2.81 -1.31
C 0.84 3.98 -0.37
C 1.11 2.43 -2.93
C 3.56 3.83 -1.77
Si 4.38 -0.41 -1.67
C 3.64 -0.25 -3.40
C 6.13 0.33 -1.78
C 4.50 -2.23 -1.20
H 2.50 3.39 3.66
H 1.48 2.59 2.45
H 2.39 4.04 2.02
H 4.53 1.35 4.38
H 4.92 0.07 3.23
H 3.26 0.29 3.74
H 5.69 3.52 2.91
H 5.21 4.01 1.29
H 6.27 2.62 1.51
H 0.20 3.43 0.32
H 0.18 4.48 -1.09
H 1.37 4.75 0.19
H 0.04 2.36 -2.75
H 1.41 1.47 -3.37
H 1.28 3.22 -3.67
H 4.15 4.06 -0.87
H 3.32 4.78 -2.26
H 4.21 3.26 -2.44
H 3.63 0.78 -3.74
H 2.62 -0.63 -3.40
H 4.22 -0.84 -4.12
H 6.09 1.38 -2.11
H 6.75 -0.22 -2.49
H 6.63 0.31 -0.81
H 3.50 -2.64 -1.07
H 5.04 -2.37 -0.27
H 5.00 -2.80 -1.99
*
```

---

(8)
Here is C12H22AuN2O3P as an isolated structure from OMol25. Energies are from ωB97M-V/def2-TZVPD.

**Kohn-Sham gap**: 0.294 Eh
**Lowest unoccupied orbital energy**: -5.83 eV
**Total energy**: -34891.51797 eV
**Largest force on an atom**: 0.00475 Eh/bohr

Geometry as ORCA input:
```
! RIJCOSX wB97M-V def2-TZVPD def2/J DEFGRID3
* xyz 2 1
Au -0.66 -1.00 -0.43
C 1.12 3.94 4.44
C 0.97 2.56 3.88
C -0.23 2.14 3.32
C -0.39 0.88 2.78
C -1.77 0.46 2.34
C 0.72 -0.01 2.80
C 0.69 -1.34 2.27
O 0.02 -1.80 1.33
C 1.93 0.38 3.44
C 3.11 -0.55 3.59
C 2.04 1.66 3.94
H 0.17 4.46 4.48
H 1.80 4.52 3.81
H 1.55 3.91 5.44
H -1.08 2.81 3.34
H -2.50 1.17 2.72
H -2.03 -0.53 2.71
H -1.89 0.43 1.26
H 1.33 -2.08 2.76
H 3.37 -1.07 2.66
H 2.91 -1.31 4.35
H 3.99 0.01 3.90
H 2.96 1.97 4.41
N 1.26 -1.81 -5.01
C 0.30 -2.25 -3.94
P -0.96 -0.90 -3.79
O -0.57 0.08 -4.85
O -1.15 -0.48 -2.36
C -2.62 -1.50 -4.36
N -3.33 -0.24 -4.78
H 0.92 -0.87 -5.33
H 1.27 -2.44 -5.82
H 2.22 -1.73 -4.67
H 0.84 -2.34 -3.00
H -0.12 -3.22 -4.19
H -3.20 -2.00 -3.60
H -2.54 -2.12 -5.25
H -4.18 -0.43 -5.31
H -2.68 0.33 -5.34
H -3.59 0.33 -3.96
*
```

---

The lowest total energy belongs to which entry?
C34H52GeN6O3S3Si3Sr

---

Look up the total energy of the seventh one.
-164682.71390 eV

---

The highest total energy belongs to which entry?
C4H4O2

---

Which formula does entry 1 have?
C4H4O2